[1]
14
Properties=species:S:1:pos:R:3:lowdin_charge:R:1 method="wB97M-V/def2-TZVPD" homo_ev=-8.34
C 1.368 0.187 0.595 -0.035
C -0.001 0.067 -0.018 -0.504
C -0.470 -1.237 -0.657 -0.093
C -1.079 -0.804 0.619 -0.094
C -0.632 1.165 -0.699 -0.069
O 0.073 2.293 -0.765 0.039
H 1.665 -0.762 1.050 0.083
H 2.107 0.459 -0.165 0.085
H 1.379 0.964 1.367 0.085
H -1.061 -1.155 -1.565 0.101
H 0.258 -2.041 -0.644 0.109
H -0.783 -1.301 1.536 0.109
H -2.095 -0.420 0.598 0.101
H -0.729 2.586 -1.252 0.085

---

[2]
14
Properties=species:S:1:pos:R:3:lowdin_charge:R:1 method="wB97M-V/def2-TZVPD" homo_ev=-9.43
C 0.178 -0.068 -2.320 -0.009
C 0.039 -0.618 -1.142 -0.113
C 0.019 -0.829 0.147 -0.184
C -0.248 -2.005 1.037 -0.100
H -0.629 0.465 -2.813 0.068
H 1.146 -0.045 -2.812 0.068
H 0.275 0.075 0.707 0.061
H -1.077 -1.779 1.718 0.073
H -0.478 -2.925 0.500 0.073
H 0.633 -2.180 1.666 0.073
C 0.858 2.084 0.164 -0.183
O 0.879 2.230 -1.030 -0.010
H 1.750 1.754 0.731 0.092
H -0.058 2.261 0.761 0.092

---

[3]
14
Properties=species:S:1:pos:R:3:lowdin_charge:R:1 method="wB97M-V/def2-TZVPD" homo_ev=-9.93
C -1.501 -0.188 -0.450 -0.161
C -0.818 -0.181 0.941 -0.085
C 0.512 0.178 0.255 -0.449
C -0.188 0.322 -1.105 -0.091
C 1.923 -0.165 0.394 -0.078
O 1.397 1.061 0.917 -0.014
H -2.358 0.481 -0.580 0.100
H -1.804 -1.194 -0.754 0.100
H -1.143 0.686 1.525 0.115
H -0.946 -1.061 1.583 0.109
H -0.212 1.327 -1.538 0.116
H 0.234 -0.395 -1.821 0.110
H 2.305 -0.933 1.071 0.112
H 2.598 0.062 -0.437 0.116

---

[4]
14
Properties=species:S:1:pos:R:3:lowdin_charge:R:1 method="wB97M-V/def2-TZVPD" homo_ev=-8.63
C 1.360 -0.395 -0.733 -0.040
C 0.022 0.032 -0.157 -0.530
C -0.889 -1.077 0.414 -0.042
C -1.106 0.641 -1.016 0.048
O -1.341 1.578 -0.088 -0.068
C -0.103 1.336 0.635 -0.108
H 1.257 -1.307 -1.330 0.081
H 2.103 -0.593 0.051 0.085
H 1.772 0.383 -1.388 0.081
H -0.470 -2.074 0.277 0.086
H -1.173 -0.911 1.457 0.091
H -1.820 -1.050 -0.184 0.069
H -0.218 1.325 1.723 0.122
H 0.606 2.113 0.338 0.124

---

[5]
14
Properties=species:S:1:pos:R:3:lowdin_charge:R:1 method="wB97M-V/def2-TZVPD" homo_ev=-9.04
C -0.772 -1.715 -0.793 0.000
C -0.128 -1.991 0.319 -0.302
O 0.491 -2.346 1.242 0.150
H -1.523 -0.942 -0.886 0.065
H -0.607 -2.437 -1.578 0.064
C 0.064 0.592 1.500 -0.034
C 0.683 0.740 0.333 -0.278
C 0.156 1.497 -0.841 -0.122
H -0.949 0.958 1.659 0.069
H 0.544 0.075 2.324 0.059
H 1.696 0.358 0.205 0.108
H 0.722 2.432 -0.852 0.075
H 0.327 0.983 -1.795 0.072
H -0.911 1.732 -0.755 0.076

---

[6]
14
Properties=species:S:1:pos:R:3:lowdin_charge:R:1 method="wB97M-V/def2-TZVPD" homo_ev=-9.03
C -1.145 -0.892 -0.452 0.002
C -1.443 0.470 0.135 -0.224
C -0.157 1.285 0.187 -0.102
C 1.067 0.759 0.102 -0.086
C 1.341 -0.724 0.091 -0.270
O 0.222 -1.394 0.593 -0.181
H -0.656 -1.961 -0.051 0.111
H -0.639 -0.683 -1.406 0.079
H -2.148 0.992 -0.534 0.117
H -1.924 0.425 1.118 0.108
H -0.253 2.369 0.268 0.100
H 1.942 1.403 0.095 0.100
H 2.173 -0.957 0.765 0.123
H 1.620 -1.092 -0.911 0.124

---

[7]
14
Properties=species:S:1:pos:R:3:lowdin_charge:R:1 method="wB97M-V/def2-TZVPD" homo_ev=-9.75
O 2.569 -0.369 -0.711 0.054
C 1.901 0.333 0.010 -0.240
C 0.534 -0.022 0.514 -0.282
C -0.232 -1.133 -0.228 -0.136
C -1.462 -0.199 -0.310 -0.166
C -0.596 0.987 0.177 -0.138
H 2.283 1.327 0.334 0.128
H 0.615 -0.198 1.595 0.149
H 0.223 -1.349 -1.198 0.108
H -0.366 -2.075 0.310 0.107
H -1.920 -0.084 -1.297 0.100
H -2.243 -0.464 0.409 0.103
H -0.326 1.683 -0.626 0.110
H -0.981 1.563 1.021 0.102

---

[8]
14
Properties=species:S:1:pos:R:3:lowdin_charge:R:1 method="wB97M-V/def2-TZVPD" homo_ev=-8.80
C -1.370 -0.370 -0.290 -0.010
C -0.696 -0.911 0.725 -0.183
C 0.134 -0.029 1.613 -0.172
O 1.044 0.753 0.779 -0.112
C 1.180 0.257 -0.483 -0.291
C 0.667 0.873 -1.540 0.006
H -1.607 0.691 -0.319 0.078
H -1.655 -0.935 -1.173 0.078
H -0.438 -1.968 0.688 0.101
H -0.451 0.719 2.157 0.121
H 0.725 -0.599 2.341 0.115
H 1.638 -0.734 -0.554 0.129
H 0.134 1.809 -1.407 0.074
H 0.725 0.435 -2.529 0.067

---

[9]
14
Properties=species:S:1:pos:R:3:lowdin_charge:R:1 method="wB97M-V/def2-TZVPD" homo_ev=-8.15
C 1.391 0.839 -1.471 -0.021
C 0.530 0.251 -0.393 -0.364
C -0.724 -0.137 -0.583 -0.081
C -1.366 -0.513 0.704 -0.173
C -0.174 -0.509 1.658 -0.115
O 0.939 0.180 0.922 -0.054
H 1.706 1.848 -1.193 0.083
H 2.282 0.255 -1.719 0.080
H 0.781 0.919 -2.382 0.082
H -1.250 -0.189 -1.522 0.107
H -1.716 -1.523 0.512 0.105
H -2.193 0.157 0.991 0.115
H 0.203 -1.516 1.835 0.114
H -0.409 -0.063 2.642 0.121

---

[10]
14
Properties=species:S:1:pos:R:3:lowdin_charge:R:1 method="wB97M-V/def2-TZVPD" homo_ev="-9.57 / -6.19"
C 0.806 -0.135 1.497 -0.063
C 0.346 0.334 0.168 -0.279
C 0.129 -0.413 -0.973 -0.049
C -0.576 0.386 -1.863 -0.146
O -0.738 1.634 -1.420 -0.058
C -0.022 1.738 -0.177 -0.133
H 1.834 0.174 1.726 0.078
H 0.754 -1.226 1.549 0.078
H 0.163 0.272 2.288 0.080
H 0.486 -1.424 -1.131 0.113
H -2.373 -6.124 0.979 0.000
H -1.067 0.162 -2.800 0.115
H -0.630 2.296 0.542 0.129
H 0.890 2.326 -0.384 0.135

---

[11]
14
Properties=species:S:1:pos:R:3:lowdin_charge:R:1 method="wB97M-V/def2-TZVPD" homo_ev=-10.15
C 0.299 -2.675 -0.156 0.128
C -0.086 -1.534 -0.107 -0.080
C -0.713 -0.203 -0.201 -0.427
O -1.584 -0.177 -1.324 -0.031
C 0.294 0.934 -0.389 -0.214
C 1.088 1.279 0.869 -0.104
H 0.673 -3.674 -0.200 0.028
H -1.277 -0.022 0.733 0.148
H -2.030 -1.034 -1.367 0.095
H 0.973 0.672 -1.209 0.121
H -0.297 1.799 -0.714 0.117
H 0.423 1.566 1.692 0.074
H 1.751 2.129 0.677 0.071
H 1.710 0.444 1.211 0.074

---

[12]
14
Properties=species:S:1:pos:R:3:lowdin_charge:R:1 method="wB97M-V/def2-TZVPD" homo_ev=-9.59
C 1.111 -0.762 0.469 -0.160
O 0.810 0.350 1.319 -0.119
C -0.529 0.731 1.130 -0.225
C -0.923 0.319 -0.252 -0.223
C 0.013 0.490 -1.454 -0.046
C 0.060 -0.761 -0.630 -0.226
H 2.135 -0.617 0.094 0.126
H 1.080 -1.684 1.061 0.119
H -0.631 1.775 1.435 0.121
H -1.437 0.179 1.681 0.145
H -1.969 0.131 0.058 0.134
H 0.903 1.132 -1.384 0.117
H -0.361 0.428 -2.475 0.098
H -0.261 -1.710 -1.051 0.138

---

[13]
14
Properties=species:S:1:pos:R:3:lowdin_charge:R:1 method="wB97M-V/def2-TZVPD" homo_ev=-9.31
C 2.416 0.555 -0.098 -0.074
C 0.986 0.154 -0.119 -0.122
C 0.125 -0.614 -0.627 -0.054
C -1.166 -1.067 -0.692 -0.081
C -1.929 0.221 0.616 -0.246
O -1.069 0.960 1.211 -0.150
H 2.827 0.441 0.910 0.080
H 3.009 -0.050 -0.788 0.078
H 2.519 1.609 -0.376 0.080
H -1.738 -0.855 -1.594 0.090
H -1.373 -2.045 -0.258 0.090
H -2.596 0.698 -0.119 0.098
H -2.414 -0.570 1.206 0.098
H 0.141 0.718 0.628 0.113

---

[14]
14
Properties=species:S:1:pos:R:3:lowdin_charge:R:1 method="wB97M-V/def2-TZVPD" homo_ev="-7.40 / -7.40"
C 0.137 -0.074 -1.688 -0.081
C 1.497 -0.265 -1.289 -0.163
C 0.623 0.775 -0.451 -0.242
C 0.183 0.269 0.735 -0.273
C -0.342 -0.758 1.587 -0.008
O -0.388 0.690 1.862 0.045
H -0.526 -0.900 -1.403 0.044
H -2.649 0.747 -0.303 0.062
H 2.277 0.338 -1.757 0.099
H 1.895 -1.145 -0.768 0.102
H 0.809 1.842 -0.537 0.138
H -2.514 0.990 0.387 0.046
H -1.317 -1.192 1.376 0.112
H 0.315 -1.317 2.250 0.118

---

[15]
14
Properties=species:S:1:pos:R:3:lowdin_charge:R:1 method="wB97M-V/def2-TZVPD" homo_ev=-8.48
O -1.776 0.024 0.606 -0.119
C -1.995 -1.255 0.670 0.064
C -0.408 0.464 0.419 -0.324
C 0.050 0.683 -1.025 -0.119
C 1.440 0.172 -0.582 -0.160
C 0.761 -0.501 0.634 -0.142
H -3.104 -1.289 0.812 0.020
H -0.332 1.370 1.025 0.153
H -0.444 -0.038 -1.685 0.119
H -0.038 1.688 -1.445 0.106
H 1.975 -0.481 -1.276 0.102
H 2.101 0.992 -0.287 0.105
H 0.448 -1.524 0.414 0.087
H 1.265 -0.471 1.604 0.109

---

[16]
14
Properties=species:S:1:pos:R:3:lowdin_charge:R:1 method="wB97M-V/def2-TZVPD" homo_ev=-8.30
C 2.081 0.335 0.252 -0.005
C 1.032 -0.473 0.257 -0.175
C -0.352 -0.133 0.969 -0.098
C -1.128 0.137 -0.274 -0.444
C -1.122 -0.645 -1.365 0.045
O -1.740 1.356 -0.358 0.037
H 3.069 -0.042 0.043 0.050
H 2.010 1.372 0.540 0.056
H 1.117 -1.516 -0.005 0.093
H -0.723 -1.010 1.501 0.118
H -0.231 0.761 1.583 0.109
H -0.687 -1.625 -1.379 0.054
H -1.673 -0.351 -2.239 0.062
H -1.653 1.833 0.475 0.097

---

[17]
14
Properties=species:S:1:pos:R:3:lowdin_charge:R:1 method="wB97M-V/def2-TZVPD" homo_ev=-7.50
C -0.516 1.707 0.635 0.054
C 0.600 0.441 -0.447 -0.162
C 1.432 -0.752 -0.800 -0.102
C -0.066 -0.872 -0.863 -0.232
C -0.665 -1.008 0.510 -0.146
O 0.146 0.085 1.031 -0.190
H -1.124 1.633 1.546 0.074
H 0.273 2.443 0.735 0.068
H -1.136 1.884 -0.237 0.070
H 2.003 -1.259 -0.024 0.106
H 1.921 -0.697 -1.769 0.101
H -0.595 -1.083 -1.788 0.123
H -0.507 -1.928 1.091 0.118
H -1.726 -0.730 0.558 0.119

---

[18]
14
Properties=species:S:1:pos:R:3:lowdin_charge:R:1 method="wB97M-V/def2-TZVPD" homo_ev=-9.71
C 1.515 -0.049 -0.564 -0.070
C 0.522 -0.473 0.519 -0.291
C -0.286 0.533 1.250 -0.082
C -0.975 -0.413 0.294 -0.209
C -1.447 0.120 -0.997 -0.253
O -2.378 -0.323 -1.627 0.052
H 1.408 1.002 -0.857 0.074
H 2.535 -0.168 -0.189 0.074
H 1.419 -0.656 -1.471 0.082
H 0.864 -1.359 1.057 0.136
H -0.190 1.566 0.926 0.110
H -0.520 0.415 2.302 0.106
H -1.604 -1.186 0.727 0.144
H -0.863 0.991 -1.371 0.128